Record 1
{"formula": "C2H3N5O", "method": "the ωB97M-V functional and the def2-TZVPD basis", "symbols": ["C", "C", "H", "H", "H", "N", "N", "N", "N", "N", "O"], "positions_angstrom": [[-0.889752, 0.808277, 0.512748], [1.021300, -0.799045, -0.672178], [-2.451013, 1.944891, 0.970142], [-0.739769, -1.543529, -1.730275], [-1.892079, -0.598822, 0.212730], [-1.631589, 1.665669, 1.414623], [0.481579, 0.643690, 1.135444], [1.350411, 0.091818, 0.535763], [-0.271160, -0.955579, -0.841162], [-1.391776, -0.048078, -0.462655], [1.816415, -1.205074, -1.371263]], "forces_ev_per_angstrom": [[-2.355, 4.580, 6.863], [-3.113, 4.595, 3.346], [-2.336, 0.219, -1.079], [2.674, 2.028, 3.084], [-1.209, -0.954, -0.335], [5.867, -4.287, -4.314], [-2.934, 2.106, 0.111], [2.219, -2.820, -1.506], [-6.515, -2.543, -3.843], [2.420, -0.158, 0.987], [5.281, -2.767, -3.316]], "charge": 0, "relative_energy_ev": 5.742, "orbital_gap_ev": 8.36, "max_force_ev_per_a": 8.6, "smiles": "[H]/N=c1/nnc(=O)[nH][nH]1"}

Record 2
{"formula": "C2H3NO", "method": "the ωB97M-V functional and the def2-TZVPD basis", "symbols": ["C", "C", "H", "H", "H", "N", "O"], "positions_angstrom": [[0.902783, 0.100052, -0.065018], [-1.469961, -0.408876, -0.014801], [0.793990, 1.227956, -0.403091], [1.810752, -0.588840, -0.355989], [0.891512, 0.221046, 0.955174], [-0.382616, -0.670523, -0.065321], [-2.546461, 0.119187, -0.050956]], "forces_ev_per_angstrom": [[-0.390, -0.401, -0.988], [-9.282, 4.843, -0.431], [0.312, -2.671, -0.366], [-2.009, 1.862, 0.090], [1.367, 0.506, 2.619], [9.235, -2.419, -1.334], [0.767, -1.719, 0.410]], "charge": 0, "relative_energy_ev": 1.317, "orbital_gap_ev": 11.13, "max_force_ev_per_a": 10.5, "smiles": "CN=C=O"}

Record 3
{"formula": "C2H3NO", "method": "the ωB97M-V functional and the def2-TZVPD basis", "symbols": ["C", "C", "N", "O", "H", "H", "H"], "positions_angstrom": [[0.429765, 0.054914, 0.018811], [-0.935805, -0.367039, -0.043665], [1.605674, -0.218553, -0.008895], [-0.519099, 1.044573, -0.008420], [-1.505600, -0.490000, -0.875724], [-1.336088, -0.707899, 0.996229], [2.261156, 0.684001, -0.078339]], "forces_ev_per_angstrom": [[-8.914, -0.784, 0.453], [0.585, 0.666, 3.884], [10.897, 2.591, 0.595], [-0.369, 1.420, 0.681], [-1.527, -0.917, -2.580], [0.225, 0.169, -1.989], [-0.897, -3.146, -1.044]], "spin_multiplicity": 3, "s2": 2.0073, "charge": 0, "relative_energy_ev": 4.719, "orbital_gap_ev": [5.63, 7.26], "max_force_ev_per_a": 11.2}

Record 4
{"formula": "C2H3NO2", "method": "the ωB97M-V functional and the def2-TZVPD basis", "symbols": ["C", "C", "H", "H", "H", "N", "O", "O"], "positions_angstrom": [[1.137446, -0.168661, 0.113588], [-1.062102, -0.425171, 0.054051], [1.437632, -0.359078, 1.188343], [2.089939, -0.293432, -0.545997], [-2.053730, -0.913607, 0.041267], [-0.951584, 0.829581, 0.050738], [0.105654, -1.166070, -0.137564], [0.486243, 1.081325, -0.118013]], "forces_ev_per_angstrom": [[0.629, -0.569, 0.138], [0.590, -0.979, -0.885], [-0.270, 0.726, -0.849], [-2.061, 0.213, 0.788], [0.991, 0.121, 0.152], [1.291, 0.335, 0.213], [-0.770, 1.085, 0.149], [-0.400, -0.932, 0.295]], "charge": 0, "relative_energy_ev": 2.753, "orbital_gap_ev": 10.63, "max_force_ev_per_a": 2.2, "smiles": "C1=NOCO1"}

Record 5
{"formula": "C2H3NO2", "method": "the ωB97M-V functional and the def2-TZVPD basis", "symbols": ["C", "C", "N", "O", "O", "H", "H", "H"], "positions_angstrom": [[-0.428860, 0.724254, 0.171056], [0.444513, -1.539181, -0.431167], [-0.182549, -0.509021, 0.147242], [2.452125, -0.741223, 0.849710], [-0.584125, -1.700490, 0.565872], [-1.105659, 1.090598, 0.793476], [0.068817, 1.485865, -0.360382], [0.293148, -1.937326, -1.396420]], "forces_ev_per_angstrom": [[1.092, -1.196, -0.540], [3.227, 0.006, 1.379], [1.162, 1.713, -2.918], [-0.905, -0.361, -0.633], [-2.119, -1.252, 1.979], [-3.009, 1.079, 2.985], [1.091, -0.130, -1.156], [-0.539, 0.140, -1.096]], "charge": 0, "relative_energy_ev": 11.616, "orbital_gap_ev": [7.26, 8.30], "max_force_ev_per_a": 4.4}

Record 6
{"formula": "C2H3NO2", "method": "the ωB97M-V functional and the def2-TZVPD basis", "symbols": ["C", "C", "N", "O", "O", "H", "H", "H"], "positions_angstrom": [[0.579381, 0.086316, -0.972471], [-0.425667, 0.923773, -0.807766], [0.185785, -0.245988, 0.865818], [-0.915304, 0.623567, 0.484518], [-0.255777, -1.372739, 1.452028], [1.356814, 0.051079, -1.679704], [-0.898331, 1.497258, -1.601252], [0.373098, -1.563266, 2.258829]], "forces_ev_per_angstrom": [[-1.522, -0.687, 2.999], [-0.257, -1.799, 1.380], [2.697, 2.167, -2.249], [-0.687, 0.231, -1.365], [0.533, -0.972, 0.957], [1.062, -0.530, -0.362], [-0.251, 0.575, 0.956], [-1.575, 1.014, -2.317]], "charge": 0, "relative_energy_ev": 7.152, "orbital_gap_ev": 9.68, "max_force_ev_per_a": 4.1}